Computed, not measured: a molecular structure, C39H90AsF6N3O15Pt at a distorted geometry, with wB97M-V/def2-TZVPD.

Computed properties:
2S+1	3
Kohn-Sham gap (alpha / beta)	8.25 / 7.93	eV
electronic energy	-157468.651	eV
HOMO energy (alpha / beta)	-8.41 / -8.41	eV
lowest unoccupied orbital energy (alpha / beta)	-0.2 / -0.5	eV
<S²>	2.00

Cartesian coordinates (Å):
Pt 0.4657 0.8903 -0.4832
As -4.7251 1.2187 -1.9571
F -3.6465 -0.0907 -2.5338
F -3.9975 0.9508 -0.3112
F -5.9361 -0.0283 -1.5426
F -5.8625 2.4819 -1.3247
F -3.5652 2.4736 -2.2580
F -5.4562 1.3227 -3.5751
O 0.9420 2.9103 0.3148
O 3.9837 1.6591 -2.8193
O -2.9651 -3.9353 -4.7930
O 1.4888 0.2940 1.5150
O 5.2999 -0.4567 -0.8783
O 3.6156 3.0299 1.6678
O 0.0451 -1.9693 -3.9561
O -0.1485 5.6036 1.6048
O -0.3974 -0.9506 -1.4829
O 2.8032 -1.8738 -3.7431
O 2.5780 -0.1551 -0.2597
O -1.1931 1.6765 -1.9713
O -1.5896 0.3461 0.6564
O 1.3916 1.3927 -2.4550
O -4.3006 -2.7967 5.4367
N 2.8509 -3.2683 -3.9121
N -1.2916 4.7582 1.5215
N -3.1442 -2.0388 4.9920
C 5.7951 0.7138 -1.3511
C 2.3683 -0.3430 0.9391
C -1.7921 -4.0077 4.6993
C -1.7686 -2.9894 6.9629
C 2.8251 -5.6029 -2.9862
C -0.3220 3.6794 3.6177
C -1.2869 -1.6763 -0.5756
C -3.8285 3.4163 1.7328
C -2.8618 6.5729 0.8586
C 2.0743 3.7278 0.0085
C 2.8279 -2.8015 -6.3158
C -0.6056 -1.9384 4.9936
C 3.4223 -3.6974 -5.1972
C -2.1613 -2.8865 -4.2279
C 2.0520 -3.5984 -1.6671
C -0.6989 2.2026 -3.1153
C -0.6916 -0.4397 5.2936
C 2.8507 4.1551 1.2817
C 3.5361 -6.1282 -4.2810
C 5.2588 1.1124 -2.7869
C -4.3662 -0.1742 4.1203
C -2.3829 5.3632 3.9013
C 4.4430 -3.9915 -2.0944
C -1.4964 -1.0118 0.7924
C -1.9616 0.0876 4.6635
C -2.6286 3.1500 2.6188
C -2.2835 5.1901 0.5487
C 3.0619 -4.0534 -2.6775
C -1.6123 4.3443 2.9045
C -0.6088 -2.9732 -4.6929
C -3.6360 -0.0058 6.5434
C -3.2476 -0.6073 5.1643
C 0.6177 1.4663 -3.5569
C 3.0676 -5.1912 -5.3483
C -3.3168 4.0479 0.3896
C -1.6051 5.3536 -0.8391
C -1.8883 -2.6959 5.4157
C 4.9664 -3.5847 -5.2240
C 3.2541 -1.3544 1.6476
H 0.3251 -2.2690 5.4545
H 6.0195 1.7852 -3.1828
H -0.9984 -2.7141 -0.4090
H 3.7637 -2.0550 0.9862
H 0.4939 0.4374 -3.8948
H -0.1918 -3.9230 -4.3582
H 2.9897 -6.3711 -2.2307
H -2.1334 1.8434 -1.8731
H -2.6373 -1.9327 -4.4558
H 3.5821 4.9352 1.0704
H -2.8498 2.7507 3.6086
H 0.1868 2.9702 2.9648
H -3.6302 6.7524 1.6105
H -3.1269 -3.7209 -5.7146
H -2.3310 -1.4848 1.3100
H -0.6997 -0.1699 6.3497
H 5.4470 -4.4417 -4.7522
H -0.6329 -1.3361 1.3732
H -1.7511 6.2376 4.0573
H -2.7193 -4.5627 4.8425
H -1.5509 2.1251 -3.7907
H 5.4255 -3.4275 -6.2000
H -1.1294 4.3960 -1.0506
H -2.4638 4.9191 4.8935
H -2.0004 1.1291 4.9826
H -4.5721 -0.4587 6.8701
H 5.2345 -4.3688 -2.7421
H -2.0441 2.4077 2.0753
H -1.6793 -3.8420 3.6279
H -3.3258 5.7896 3.5590
H 4.6005 -6.1138 -4.0462
H -2.0444 7.2568 1.0874
H -4.1012 0.8021 3.7144
H -0.5788 6.4371 1.8092
H -0.4549 -2.7599 -5.7507
H -2.2378 -1.7936 -1.0954
H -2.3207 -2.8493 -3.1503
H -3.3486 6.9115 -0.0559
H 2.3110 -2.6041 -1.3032
H -1.9178 -0.0151 3.5792
H 4.0126 -0.8311 2.2298
H 2.2859 1.4605 -2.7974
H -4.5096 4.0706 2.2770
H 4.6886 -2.9558 -1.8597
H -0.5577 3.2662 -2.9231
H 5.4427 1.4880 -0.6694
H -4.4814 -3.3905 4.7044
H 2.1432 4.4542 2.0551
H -2.3258 5.3754 -1.6565
H 5.2751 0.2232 -3.4170
H 1.0827 -3.4457 -2.1417
H -5.3210 0.1039 4.5663
H -0.3347 -1.4420 -2.3052
H -2.9847 3.3374 -0.3673
H 3.7251 -1.6727 -3.5662
H -1.6554 -2.0196 7.4476
H -0.4129 -2.0545 3.9270
H 1.8121 4.5739 -0.6266
H 6.8847 0.7319 -1.3733
H 0.4442 4.4029 3.8964
H -3.5803 1.0808 6.6084
H -0.8410 -3.4531 7.2986
H 0.3657 3.4342 0.8762
H 0.2034 0.0913 4.9694
H 3.0717 2.2565 1.5015
H 3.2258 -7.1269 -4.5882
H -0.7093 3.1380 4.4808
H 1.0056 2.1236 -4.3351
H -0.8941 6.1787 -0.8814
H 0.9745 -1.9795 -4.1963
H 3.6009 -5.6992 -6.1519
H -4.3371 2.4576 1.8353
H 1.9874 -4.3233 -0.8556
H 1.7607 -5.6009 -3.2213
H -4.6466 -0.8610 3.3217
H -1.1162 -4.7978 5.0263
H 4.3585 -0.2689 -0.8784
H 2.5410 2.9776 -0.6299
H -2.4635 0.5685 0.3270
H -2.5806 -3.6306 7.3058
H 1.7515 -2.9612 -6.3797
H 4.1437 2.6016 -2.9069
H 2.0123 -5.2791 -5.6069
H 3.0191 -1.7354 -6.1930
H -4.2554 4.4582 0.0170
H 3.2422 -2.9826 -7.3076
H -2.8634 -0.3297 7.2407
H 4.4303 -4.3257 -1.0570
H 5.2294 -2.6673 -4.6974
H 2.6274 -1.9684 2.2944

Here are the Löwdin charges for atoms 1 to 4, given in e:
1 Pt 1.3817
2 As 0.9161
3 F -0.2590
4 F -0.2668

---

Computed, not measured: 2 unconnected molecules or ions with the total composition C3H4NO at a distorted geometry, with wB97M-V/def2-TZVPD.

Computed properties:
Kohn-Sham gap (alpha / beta)	7.73 / 7.73	eV
electronic energy	-6698.441	eV
HOMO energy (alpha / beta)	-15.43 / -15.43	eV
lowest unoccupied orbital energy (alpha / beta)	-7.7 / -7.7	eV
total charge	+1
relative energy (zero: lowest compared OMol25 entry of this formula, charge and spin)	601.0	kJ/mol

Cartesian coordinates (Å):
O 0.6132 -1.3870 -2.9192
N 0.2706 -1.2538 -1.8178
C -0.1948 -1.0625 -0.7455
C -0.8346 0.8680 0.6200
C 0.1920 1.1505 1.2997
H -1.6732 0.8540 -0.0027
H 1.1481 0.4582 1.2508
H 0.4276 1.7740 2.1005
H 0.0513 -1.4015 0.2143

Here are the Löwdin charges for atoms 1 to 4, given in e:
1 O 0.2158
2 N -0.1198
3 C 0.1080
4 C 0.2681

---

Computed, not measured: 2 unconnected molecules or ions with the total composition C4H11NO2S at a distorted geometry, with wB97M-V/def2-TZVPD.

Computed properties:
Kohn-Sham gap	9.62	eV
electronic energy	-20744.358	eV
HOMO energy	-9.24	eV
lowest unoccupied orbital energy	0.4	eV
structure (SMILES)	CN[C@H](C=O)CS.O
relative energy (zero: lowest compared OMol25 entry of this formula, charge and spin)	284.2	kJ/mol

Cartesian coordinates (Å):
S 2.8370 1.4308 0.5926
O -1.8474 2.6661 -1.2036
O 1.0979 -2.5456 0.9884
N -0.7982 -0.2771 -0.0453
C 1.1575 -1.3532 1.1273
C 1.2566 0.9851 -0.2665
C -1.4617 -1.6391 -0.1881
C 0.7491 -0.3929 0.0024
H -1.2792 1.8984 -1.4185
H 1.7836 -1.0223 1.9060
H -1.2669 0.3455 0.7398
H -2.6484 -1.4893 -0.3834
H 1.3974 1.0798 -1.3920
H 2.2869 1.7046 1.7123
H 0.6114 1.7933 0.1555
H -1.2507 -2.3138 0.6077
H -2.6466 2.1610 -0.9801
H 0.8948 -1.0896 -0.9030
H -0.8730 -1.9415 -1.0515

Here are the Löwdin charges for atoms 1 to 4, given in e:
1 S 0.7177
2 O -0.0844
3 O 0.0589
4 N -0.1241

---

Question: Which formula does entry 1 have?
Answer: C39H90AsF6N3O15Pt